C18H42FN3O9Pt | ωB97M-V/def2-TZVPD

Last column: Mulliken charge in e.
Geometry (Å):
Pt: -2.514 2.409 -0.102  0.71
C: 5.567 3.805 -3.495  -0.89
N: 4.745 3.134 -2.278  -0.02
C: 3.703 4.175 -1.694  -0.84
C: 4.072 1.913 -2.968  -0.76
C: 5.765 2.875 -1.104  -0.77
C: 5.345 2.109 0.163  -0.50
O: 4.872 0.804 -0.203  -0.50
H: 6.260 3.078 -3.920  0.40
H: 6.157 4.623 -3.081  0.38
H: 4.856 4.038 -4.287  0.41
H: 2.911 3.570 -1.251  0.41
H: 3.241 4.829 -2.433  0.33
H: 4.225 4.680 -0.882  0.33
H: 3.190 1.558 -2.436  0.28
H: 4.850 1.154 -3.049  0.33
H: 3.768 2.347 -3.920  0.40
H: 6.167 3.851 -0.831  0.48
H: 6.505 2.232 -1.582  0.46
H: 4.555 2.683 0.648  0.42
H: 6.321 2.047 0.644  0.32
H: 4.014 0.698 0.214  0.32
C: -2.934 -3.230 -3.156  -0.82
N: -1.755 -4.050 -2.485  -0.05
C: -1.574 -5.412 -3.133  -0.87
C: -0.524 -3.137 -2.645  -0.97
C: -1.918 -4.232 -0.955  -0.61
C: -0.872 -5.041 -0.271  -0.73
O: 0.441 -4.450 -0.291  -0.49
H: -3.852 -3.698 -2.800  0.39
H: -2.787 -3.525 -4.195  0.37
H: -2.843 -2.145 -3.094  0.32
H: -2.396 -6.058 -2.824  0.37
H: -0.615 -5.817 -2.811  0.41
H: -1.743 -5.239 -4.195  0.32
H: -0.321 -2.679 -3.613  0.38
H: 0.384 -3.737 -2.595  0.36
H: -0.642 -2.267 -1.998  0.47
H: -2.905 -4.691 -0.911  0.41
H: -2.104 -3.225 -0.581  0.61
H: -0.890 -6.071 -0.625  0.38
H: -1.001 -5.116 0.809  0.42
H: 0.407 -3.590 0.133  0.32
C: -0.123 0.286 2.001  0.80
O: 0.773 -0.578 2.027  -0.66
O: 0.148 1.463 1.737  -0.49
O: -1.317 0.153 1.937  -0.52
C: -7.843 2.983 -0.852  -1.63
C: -6.483 3.181 -0.466  0.39
C: -6.397 3.240 1.131  -0.73
O: -5.017 3.722 1.374  -0.24
C: -4.615 3.782 2.710  -0.82
N: -5.734 2.020 -0.986  -0.54
H: -7.881 2.785 -1.924  0.45
H: -8.230 4.002 -0.839  0.44
H: -8.485 2.320 -0.273  0.35
H: -6.158 4.118 -0.917  0.30
H: -6.507 2.249 1.570  0.36
H: -7.165 3.944 1.454  0.37
H: -5.161 4.426 3.398  0.34
H: -3.545 3.955 2.826  0.28
H: -4.851 2.850 3.224  0.34
H: -6.267 1.163 -1.023  0.26
H: -5.512 2.082 -1.969  0.27
C: 4.318 -2.343 5.748  -0.37
C: 3.234 -3.499 5.841  0.37
O: 2.907 -3.441 7.195  -0.30
C: 3.939 -2.907 7.914  0.68
O: 4.093 -3.127 9.116  -0.52
O: 4.718 -2.127 7.135  -0.32
F: 3.381 -4.730 5.284  -0.27
H: 3.982 -1.390 5.339  0.29
H: 5.179 -2.712 5.191  0.28
H: 2.485 -3.065 5.179  0.16

Forces on the atoms, in the same order (eV/Å):
-0.7 -0.4 1.0
-0.5 -0.9 1.6
0.0 1.5 -0.5
0.6 -1.7 -0.2
0.6 1.4 0.8
-0.4 -1.1 -1.4
-0.7 0.1 -2.0
0.2 0.9 0.2
-0.1 -0.3 0.4
-0.4 0.2 -0.2
0.0 0.5 0.4
0.0 0.0 0.0
0.5 -0.1 -0.1
-0.2 0.4 -0.4
0.4 0.1 0.2
-0.3 0.0 -0.2
0.0 -0.6 -0.1
0.1 -0.1 -0.2
0.3 0.3 0.0
0.4 -0.2 0.7
-0.4 0.0 0.8
-0.1 -0.3 0.2
1.1 -2.4 0.0
1.0 2.0 0.1
-0.8 1.1 0.0
0.5 -0.5 -1.1
-2.0 0.7 -1.2
1.4 0.5 1.4
-0.1 -0.8 -1.3
-0.1 0.5 0.1
-0.3 0.3 -0.1
0.1 -0.3 0.7
0.1 0.0 0.3
-0.1 0.1 -0.5
0.8 -0.3 0.0
-1.3 -0.3 -0.7
-0.2 0.1 1.2
0.3 -0.6 0.5
0.1 -0.4 0.4
0.5 0.0 0.3
0.6 0.1 -0.2
-1.4 -0.1 0.0
0.0 0.1 0.4
4.0 -2.1 -1.4
-0.1 -0.5 0.7
1.7 4.8 -0.7
-6.1 -1.7 0.2
-3.2 1.7 -1.4
1.6 -1.7 2.1
2.4 0.7 -2.3
-1.0 0.0 -0.7
-0.4 -1.0 1.8
2.3 -0.1 -0.2
-0.2 -0.5 0.0
-1.0 -0.1 0.4
0.2 -0.1 0.0
0.7 -0.2 0.3
-0.2 0.0 0.0
0.2 0.1 0.4
-0.2 1.0 -0.7
-0.1 0.2 -0.4
0.4 -0.7 -0.2
-0.4 -0.1 0.9
0.1 0.8 -0.2
1.2 -1.8 0.8
-1.1 3.8 -1.4
0.1 -1.1 -0.6
0.7 -0.6 3.8
-0.5 1.0 -3.9
-0.5 -0.8 -0.6
1.3 -0.1 1.0
-0.4 -0.4 0.0
0.2 0.2 0.0
-1.0 -0.2 0.7

Summary:
- Gap between HOMO and LUMO (alpha / beta): 5.7 / 5.5 eV
- Energy above the lowest of the compared OMol25 structures with the same formula, charge and spin: 407.4 kJ/mol
- <S²>: 2.037
- Multiplicity: 3
- E_HOMO (alpha / beta): -13.07 / -12.91 eV
- Total charge: +2

---

C18H42N3O8S2 | ωB97M-V/def2-TZVPD

Last column: Mulliken charge in e.
Geometry (Å):
C: 11.437 -0.338 2.712  -0.68
O: 10.898 -0.784 1.488  -0.34
C: 9.557 -1.243 1.550  -0.46
C: 8.919 -1.181 0.163  -0.72
C: 7.468 -0.679 0.204  -0.76
C: 7.375 0.827 -0.038  -0.72
C: 5.954 1.390 0.138  -0.31
C: 5.939 2.630 1.035  -0.67
C: 4.596 3.388 1.140  -0.73
C: 3.365 2.536 0.834  -0.69
S: 1.843 3.310 1.420  1.30
O: 2.098 4.733 1.494  -0.76
O: 1.506 2.659 2.670  -0.70
N: 0.780 3.087 0.255  -0.59
S: 0.212 1.628 -0.037  1.20
O: -0.213 1.579 -1.418  -0.74
O: 1.063 0.558 0.432  -0.63
C: -1.284 1.626 0.950  -1.34
C: -2.348 0.586 0.603  0.69
O: -1.767 -0.580 0.027  -0.54
C: -3.159 0.198 1.847  -1.03
N: -4.519 -0.279 1.566  -0.52
H: 11.898 0.641 2.564  0.23
H: 10.669 -0.250 3.487  0.32
H: 12.206 -1.030 3.072  0.24
H: 9.541 -2.274 1.929  0.26
H: 8.981 -0.623 2.249  0.34
H: 9.535 -0.503 -0.434  0.38
H: 8.970 -2.163 -0.310  0.37
H: 7.032 -0.901 1.183  0.42
H: 6.876 -1.200 -0.552  0.36
H: 7.759 1.040 -1.039  0.31
H: 8.046 1.329 0.670  0.34
H: 5.320 0.614 0.572  0.27
H: 5.532 1.651 -0.835  0.29
H: 6.286 2.340 2.033  0.32
H: 6.692 3.318 0.635  0.27
H: 4.616 4.255 0.480  0.27
H: 4.497 3.785 2.151  0.35
H: 3.228 2.419 -0.238  0.39
H: 3.425 1.555 1.300  0.34
H: -1.695 2.621 0.782  0.40
H: -0.988 1.572 2.000  0.44
H: -3.048 1.027 -0.119  0.34
H: -2.429 -0.990 -0.548  0.25
H: -2.613 -0.619 2.323  0.37
H: -3.199 1.026 2.560  0.34
H: -4.901 0.179 0.746  0.26
H: -4.514 -1.275 1.387  0.25
C: -7.003 -1.828 -4.742  -0.69
O: -7.060 -2.869 -3.790  -0.36
C: -6.044 -2.826 -2.796  -0.83
C: -6.600 -2.446 -1.441  -0.16
N: -7.030 -1.058 -1.412  -0.21
C: -7.760 -0.654 -0.216  -0.42
C: -9.065 -1.362 0.127  -0.64
O: -10.137 -1.088 -0.758  -0.42
C: -10.154 -1.855 -1.943  -0.52
H: -7.690 -2.090 -5.545  0.24
H: -7.306 -0.860 -4.327  0.29
H: -5.997 -1.724 -5.159  0.34
H: -5.249 -2.135 -3.092  0.43
H: -5.613 -3.828 -2.727  0.40
H: -5.813 -2.588 -0.693  0.29
H: -7.409 -3.153 -1.205  0.17
H: -7.593 -0.866 -2.230  0.07
H: -7.980 0.412 -0.315  0.40
H: -7.085 -0.758 0.641  0.19
H: -9.386 -0.989 1.102  0.40
H: -8.932 -2.446 0.229  0.35
H: -9.786 -2.871 -1.771  0.26
H: -9.563 -1.400 -2.743  0.17
H: -11.189 -1.911 -2.280  0.29

Forces on the atoms, in the same order (eV/Å):
0.1 -0.1 0.0
0.0 0.2 -0.1
0.0 -0.1 0.0
0.0 -0.1 0.1
0.2 0.1 -0.2
-0.1 -0.1 0.2
0.1 0.1 0.0
0.0 0.0 -0.2
0.1 -0.2 0.2
0.2 0.2 -0.1
0.0 0.1 0.0
0.0 0.0 -0.1
-0.1 0.0 0.1
0.1 -0.2 0.0
-0.2 0.1 -0.1
-0.1 0.1 0.0
0.1 0.0 0.0
-0.2 -0.1 0.1
-0.1 0.0 0.0
-0.3 -0.3 -0.1
0.0 -0.1 -0.1
0.0 -0.1 0.1
0.0 0.0 0.0
0.0 0.0 0.0
0.0 0.0 0.0
-0.1 0.1 0.1
0.1 0.1 0.0
-0.1 0.0 -0.1
0.1 0.0 0.0
-0.1 -0.1 -0.1
-0.1 0.0 0.1
0.0 0.1 0.0
0.0 0.0 0.0
-0.1 0.0 -0.1
-0.1 -0.1 0.0
0.0 0.0 0.0
0.0 0.0 0.1
-0.1 0.0 0.0
0.0 0.1 0.0
0.1 -0.2 0.0
-0.2 0.0 0.0
-0.1 0.0 0.1
0.2 -0.1 -0.1
0.1 0.1 -0.1
0.3 0.2 0.2
0.1 0.1 0.1
-0.1 0.1 -0.1
0.0 0.0 0.0
0.0 0.0 -0.1
0.0 0.0 0.0
0.0 0.1 0.0
0.1 -0.1 0.0
0.0 0.1 0.0
-0.1 -0.1 -0.1
0.2 0.1 0.0
0.0 0.0 0.1
0.0 0.0 -0.1
-0.1 0.0 0.0
0.0 0.0 0.0
0.0 0.0 0.0
0.0 0.0 0.0
0.0 0.0 0.0
0.0 0.0 0.0
0.0 0.0 0.0
0.0 0.0 0.0
0.0 0.0 0.0
0.0 0.0 0.0
0.0 0.0 0.0
0.0 0.0 0.0
0.0 0.0 -0.1
0.0 0.0 0.0
0.0 0.0 0.0
0.0 0.0 0.0

Summary:
- Gap between HOMO and LUMO: 7.9 eV
- Energy above the lowest of the compared OMol25 structures with the same formula, charge and spin: 0.0 kJ/mol
- Multiplicity: 1
- E_HOMO: -5.77 eV
- Total charge: -1

---

C18H42N6O10SZn | ωB97M-V/def2-TZVPD

Last column: Mulliken charge in e.
Geometry (Å):
Zn: 1.159 -1.337 -2.168  0.81
S: 0.208 -0.176 -0.083  3.58
O: 1.066 -1.365 -0.176  -1.17
O: 0.014 -0.024 -1.525  -1.36
O: -1.032 -0.357 0.583  -0.67
O: 0.996 0.934 0.308  -1.69
C: 4.711 0.968 -3.028  -1.40
C: 3.498 0.542 -2.145  0.81
O: 2.924 -0.513 -2.355  -0.54
N: 3.148 1.304 -1.152  0.86
C: 3.881 2.522 -0.718  -1.47
H: 5.631 1.286 -2.537  0.34
H: 4.358 1.808 -3.627  0.38
H: 5.047 0.238 -3.765  0.38
H: 2.291 1.109 -0.656  -0.02
H: 3.501 3.048 0.158  0.39
H: 3.994 3.286 -1.487  0.46
H: 4.833 2.129 -0.361  0.48
C: 0.998 3.897 -1.473  -0.69
C: -0.045 4.321 -0.481  0.83
O: -0.655 5.340 -0.716  -0.68
N: -0.333 3.475 0.506  0.33
C: -1.178 3.761 1.642  -1.00
H: 2.011 4.168 -1.175  0.29
H: 0.774 4.362 -2.432  0.37
H: 1.038 2.816 -1.614  0.03
H: 0.225 2.649 0.340  -0.16
H: -1.870 4.541 1.324  0.42
H: -0.624 4.082 2.524  0.31
H: -1.708 2.872 1.986  0.20
C: 1.125 0.599 4.471  -0.63
C: 2.176 -0.473 3.851  1.01
O: 3.034 -0.901 4.644  -0.28
N: 2.136 -0.792 2.587  0.18
C: 3.027 -1.702 1.901  -0.76
H: 0.694 1.049 3.576  -0.01
H: 1.601 1.412 5.018  0.42
H: 0.348 0.174 5.106  0.29
H: 1.460 -0.324 2.000  -0.52
H: 2.369 -2.559 1.756  0.29
H: 3.778 -2.055 2.608  0.45
H: 3.385 -1.292 0.956  0.09
C: -2.023 2.484 -2.584  -0.39
C: -2.944 1.333 -2.621  0.60
O: -3.878 1.229 -3.468  -0.74
N: -2.778 0.338 -1.728  0.03
C: -3.633 -0.904 -1.665  -0.70
H: -2.579 3.404 -2.402  0.38
H: -1.511 2.574 -3.541  0.29
H: -1.321 2.447 -1.751  -0.23
H: -1.870 0.274 -1.289  -0.13
H: -4.617 -0.784 -2.118  0.37
H: -3.705 -1.077 -0.592  0.19
H: -2.938 -1.540 -2.214  0.05
C: -1.433 -3.701 -0.518  -0.29
C: -1.254 -3.474 -1.981  0.20
O: -0.347 -2.767 -2.436  -0.57
N: -1.962 -4.268 -2.753  -0.05
C: -1.937 -4.286 -4.184  -0.90
H: -0.456 -3.711 -0.034  0.10
H: -2.117 -4.515 -0.278  0.42
H: -2.066 -2.862 -0.229  0.08
H: -2.751 -4.698 -2.293  0.25
H: -1.113 -4.885 -4.571  0.28
H: -1.870 -3.254 -4.529  0.31
H: -2.870 -4.737 -4.523  0.35
C: -0.601 -3.050 3.469  -0.58
C: -1.546 -1.894 3.857  0.71
O: -1.779 -1.625 5.071  -0.70
N: -2.038 -1.106 2.909  0.20
C: -2.759 0.089 3.106  -0.81
H: -0.993 -3.696 2.684  0.27
H: -0.362 -3.451 4.454  0.34
H: 0.287 -2.651 2.977  -0.13
H: -1.557 -1.208 2.027  0.09
H: -2.012 0.783 3.492  0.16
H: -3.482 -0.154 3.885  0.42
H: -3.178 0.522 2.198  0.20

Forces on the atoms, in the same order (eV/Å):
0.2 -1.3 -0.6
-0.5 -1.6 -2.4
1.5 -2.6 2.8
-2.4 2.6 -3.0
-0.6 0.0 1.0
1.4 2.5 3.1
-0.6 0.0 -0.2
3.1 1.7 -0.4
-1.5 -3.0 -1.5
0.4 2.4 0.7
0.8 -0.8 0.1
-0.4 0.1 0.6
0.0 0.3 0.1
-0.6 -0.4 0.3
-0.3 -0.3 0.2
-0.8 -0.6 -0.1
0.1 -0.4 -0.2
0.4 0.5 -0.3
0.7 -0.6 -0.4
-0.8 1.1 -1.4
-0.3 1.0 0.5
1.1 -0.9 0.1
0.0 -0.2 0.0
-0.2 0.4 0.1
0.0 0.0 0.2
-0.2 -0.1 -0.1
-0.5 -0.4 1.3
0.0 -0.1 0.2
0.3 0.4 -0.1
-0.2 -0.1 -0.4
0.7 -0.3 -0.8
-1.5 1.4 -0.5
0.3 -0.3 0.8
0.0 1.2 0.8
-0.4 -1.3 0.8
-0.2 -0.1 -0.1
0.5 -0.4 0.0
0.2 -0.6 -0.2
-0.2 0.3 0.0
0.4 -0.2 -0.8
0.4 0.4 -0.3
0.0 -0.1 0.3
0.5 0.8 0.4
-3.2 -1.6 -2.2
1.9 0.7 1.5
-0.7 0.2 0.5
2.0 2.1 -0.1
-0.2 0.0 -0.3
0.0 0.0 0.1
0.1 -0.3 -0.2
-0.6 0.0 -0.1
0.4 0.1 -0.1
-0.1 -0.7 -0.2
-0.9 -1.2 0.1
-1.1 1.0 0.0
1.1 -1.7 0.6
1.2 1.1 -0.9
-1.1 -0.2 0.4
-0.2 0.2 -0.6
-0.4 0.0 0.2
0.6 -0.5 -0.1
0.5 0.6 0.6
0.2 -0.2 -0.1
0.1 0.1 0.1
0.0 -0.2 -0.3
0.1 0.2 -0.1
-0.5 1.2 0.1
-0.4 1.0 3.1
0.7 -1.0 -2.0
1.1 -2.1 -2.3
0.2 0.6 1.2
-0.4 -0.4 0.6
0.1 -0.7 -0.5
0.3 0.3 0.3
-0.5 0.0 -0.1
-0.4 0.7 0.4
-0.3 0.7 -0.1
-0.1 -0.5 0.0

Summary:
- Gap between HOMO and LUMO (alpha / beta): 7.7 / 2.8 eV
- <S²>: 0.755
- Multiplicity: 2
- E_HOMO (alpha / beta): -10.71 / -10.71 eV
- Total charge: +1